Record 1
DFT (ωB97M-V with the def2-TZVPD basis set) results for a 2-piece molecular cluster, C3H9NO2 overall.

The geometry in XYZ format:
```
15
Properties=species:S:1:pos:R:3:forces:R:3:mulliken_charge:R:1
O 1.6569 -3.6786 3.7504 1.20 0.02 -0.41 -0.645
H 2.4804 -3.7775 4.2798 -0.87 0.10 -0.60 0.326
H 1.9687 -3.5873 2.8215 -0.33 -0.12 1.01 0.317
O 0.0000 0.0000 0.0000 1.16 -0.67 -1.28 -0.615
C 1.1422 -0.1806 -0.4591 -3.07 0.16 1.80 0.197
N 2.1832 0.3261 0.1834 3.41 0.19 -0.45 0.050
C 3.5401 0.0516 -0.3365 0.21 0.30 0.75 -0.912
C 2.2376 0.8204 1.5817 -1.25 -0.24 -0.25 -0.821
H 1.3666 -0.8351 -1.3359 -0.07 0.65 0.25 0.272
H 3.6279 -0.3767 -1.3492 -0.60 0.23 0.46 0.322
H 4.0160 -0.6389 0.3800 0.19 0.17 -0.38 0.338
H 4.0821 1.0119 -0.3126 0.04 -0.48 -0.15 0.282
H 1.4294 1.5488 1.7629 0.32 -0.41 -0.12 0.300
H 3.2008 1.2926 1.8385 -0.37 -0.29 -0.59 0.320
H 2.0837 -0.0479 2.2443 0.02 0.38 -0.04 0.269
```
Positions in Å, forces in eV/Å.

## Properties
- SMILES: CN(C)C=O.O
- HOMO-LUMO gap: 9.8 eV
- HOMO energy: -9.3 eV
- E_tot: -324.91789 a.u.
- LUMO level: 0.46 eV
- Total charge: 0


Record 2
DFT (ωB97M-V with the def2-TZVPD basis set) results for a 2-piece molecular cluster, C3H9NO2 overall.

The geometry in XYZ format:
```
15
Properties=species:S:1:pos:R:3:forces:R:3:mulliken_charge:R:1
C 0.5411 0.5463 2.0857 -0.44 1.06 0.14 -0.247
C -1.4414 0.8695 0.8972 -0.44 0.12 0.13 -0.735
C 1.2021 -0.2153 -1.5237 -0.50 -0.82 -0.31 -0.456
N -0.0236 0.9908 1.0482 0.73 -0.42 0.25 -0.353
O 0.1354 -1.1282 -1.1638 0.08 0.61 0.25 -0.179
O -0.0551 -2.0826 -2.2302 0.68 0.29 -0.42 -0.394
H -0.9038 -2.4858 -2.0088 -0.01 0.28 0.31 0.306
H 0.0016 0.2218 2.9830 -0.11 -0.35 -0.17 0.245
H 1.6083 0.6865 2.1877 0.28 -0.24 -0.06 0.256
H -1.9699 0.6837 1.8414 0.01 -0.06 -0.01 0.370
H -1.8118 1.7963 0.4571 -0.13 -0.09 -0.02 0.248
H -1.6410 0.0516 0.2019 -0.03 0.10 -0.02 0.214
H 0.9511 0.4114 -2.3827 -0.16 -0.27 -0.15 0.250
H 2.1030 -0.7995 -1.7237 0.04 0.17 0.03 0.241
H 1.3040 0.4533 -0.6695 -0.01 -0.37 0.03 0.236
```
Positions in Å, forces in eV/Å.

## Properties
- SMILES: C=NC.COO
- HOMO-LUMO gap: 10.4 eV
- HOMO energy: -9.4 eV
- E_tot: -324.78362 a.u.
- LUMO level: 0.95 eV
- Total charge: 0


Record 3
DFT (ωB97M-V with the def2-TZVPD basis set) results for a 4-piece molecular cluster, C3H9NO2 overall.

The geometry in XYZ format:
```
15
Properties=species:S:1:pos:R:3:forces:R:3:mulliken_charge:R:1
C -0.7375 -1.7251 -1.0445 0.55 0.96 -1.61 -0.377
C -1.6070 -0.9593 -0.3996 -0.43 2.81 0.45 -0.916
N -0.2850 0.5341 1.8079 6.90 0.67 -1.17 -0.844
H 0.2512 -1.6170 -1.1705 3.65 2.09 -0.95 0.337
H -1.1017 -2.2452 -1.8742 -1.30 -3.70 0.22 0.276
H 0.6276 0.6391 2.9311 -4.16 0.04 -3.44 0.521
H -2.0190 -1.6218 0.2414 -4.24 -2.26 1.06 0.443
H -2.1259 0.0026 -0.5493 1.69 0.43 0.97 0.423
H -0.2492 1.5319 1.1455 2.21 -2.29 2.04 0.454
H -0.9880 0.3814 1.0260 -1.71 -2.02 0.89 0.147
H 0.5312 -0.2715 1.3077 -2.41 3.68 0.60 0.414
O 1.1272 2.2776 -0.6159 0.86 -0.33 0.54 -0.648
C 1.9708 1.3620 -0.8149 -2.78 -1.48 -0.26 0.075
O 1.7435 0.1141 -0.5773 0.78 1.27 0.40 -0.656
H 2.8617 1.5970 -1.4134 0.40 0.13 0.27 0.353
```
Positions in Å, forces in eV/Å.

## Properties
- HOMO-LUMO gap: 6.1 eV
- HOMO energy: -8.3 eV
- E_tot: -324.54153 a.u.
- LUMO level: -2.20 eV
- Total charge: 0


Record 4
DFT (ωB97M-V with the def2-TZVPD basis set) results for a 3-piece molecular cluster, C3H9NO2 overall.

The geometry in XYZ format:
```
15
Properties=species:S:1:pos:R:3:forces:R:3:mulliken_charge:R:1
C 0.7582 0.3368 0.4916 -0.18 1.33 -0.76 0.491
C -1.5417 -0.3609 0.7922 -0.53 -0.12 0.66 -0.746
C 1.2392 -0.6509 -0.5358 0.07 0.17 0.02 -1.216
N -2.2054 -0.5914 -0.3524 -0.22 -0.09 -0.58 -0.295
O -0.0339 1.2658 0.2277 0.40 -1.12 0.39 -0.436
O 2.0485 2.0991 0.1110 0.28 -0.30 0.23 -0.687
H 2.0280 2.3279 -0.8289 -0.10 -0.11 0.00 0.240
H 1.0705 0.1476 1.5310 0.10 0.20 -0.12 0.366
H -2.5931 0.2016 -0.8439 0.09 -0.14 0.06 0.244
H -1.9090 -1.3539 -0.9456 -0.06 0.16 0.11 0.245
H -1.8739 0.4533 1.4178 0.00 -0.03 -0.10 0.323
H -1.1262 -1.2244 1.2955 0.17 0.02 -0.06 0.445
H 2.3076 -0.4797 -0.6700 -0.01 -0.09 0.02 0.364
H 0.7356 -0.4885 -1.4894 0.00 0.04 0.08 0.327
H 1.0955 -1.6825 -0.2009 -0.01 0.08 0.06 0.336
```
Positions in Å, forces in eV/Å.

## Properties
- HOMO-LUMO gap (spin up / spin down): 9.7 / 5.2 eV
- HOMO energy (spin up / spin down): -9.3 / -6.0 eV
- E_tot: -324.74031 a.u.
- LUMO level (spin up / spin down): 0.45 / -0.84 eV
- Total charge: 0


Which value of E_tot does entry 4 give?
-324.74031 a.u.